*i*
The following is a DFT calculation (ωB97M-V/def2-TZVPD) of the molecule C4H6ClNOS.

## Properties
Kohn-Sham gap	9.25	eV
spin multiplicity	1
LUMO level	0.432	eV
structure (SMILES)	O=C1NSCC[C@@H]1Cl
highest occupied orbital energy	-8.8	eV

Each line ends with the Mulliken charge.
Cartesian coordinates (Å):
O 1.95860 -0.52844 -1.81922  -0.585
C 1.00829 -0.52254 -0.98447  0.129
N 0.39753 -1.85809 -0.64616  -0.219
S -0.67343 -1.87888 0.78115  -0.030
C -0.70699 -0.11272 1.43750  -0.654
C -0.85344 0.87473 0.29194  -0.684
C 0.36505 0.77778 -0.58650  0.252
Cl -0.02154 1.56775 -2.20471  -0.173
H 1.05274 -2.54206 -0.99722  0.300
H 0.34841 0.20648 1.95314  0.269
H -1.42613 0.09459 2.30224  0.385
H -1.78458 0.50047 0.03858  0.375
H -0.76666 2.06931 0.49629  0.281
H 1.10214 1.35163 -0.06257  0.355

*ii*
The following is a DFT calculation (ωB97M-V/def2-TZVPD) of the molecule C4H6ClNOS.

## Properties
Kohn-Sham gap	8.97	eV
spin multiplicity	1
LUMO level	0.274	eV
structure (SMILES)	O=CN/C(=C/Cl)CS
highest occupied orbital energy	-8.7	eV

Each line ends with the Mulliken charge.
Cartesian coordinates (Å):
O -1.64939 -1.67121 1.12592  -0.513
C -1.83897 -1.16227 0.03952  0.083
N -1.03357 -0.25305 -0.59625  -0.156
C 0.05204 0.52820 -0.19708  0.956
C 0.43468 1.39114 -1.23687  -0.591
Cl 1.56354 2.64451 -0.95078  -0.195
C 1.00866 0.28118 0.91751  -1.014
S 2.14875 -1.08790 0.95410  -0.193
H -2.69654 -1.49876 -0.71152  0.234
H -1.48344 0.12883 -1.60103  0.262
H -0.15613 1.58934 -2.10465  0.301
H 0.68223 0.12726 1.97893  0.354
H 1.67894 1.09682 0.99601  0.330
H 1.28920 -2.11410 1.38622  0.141

Relative energy of each structure, in kJ/mol: *i* 50.6; *ii* 0.0.

*i*
The following is a DFT calculation (ωB97M-V/def2-TZVPD) of a cluster of 2 separate species, C11H12NO2 in total.

## Properties
Kohn-Sham gap	7.55	eV
spin multiplicity	1
LUMO level	3.388	eV
net charge	-1
highest occupied orbital energy	-4.2	eV

Each line ends with the Mulliken charge.
Cartesian coordinates (Å):
C 0.03679 3.22833 -1.87431  -1.525
C 1.16560 1.59462 -0.20819  -0.940
C -0.39482 0.11389 0.12377  0.108
C 0.01580 2.07266 -0.91854  0.566
C -1.01591 1.13695 -0.69872  1.000
C -1.21671 -0.89326 0.75408  -0.195
C -2.56749 -0.79460 0.55150  -0.943
C -2.39353 1.16818 -1.03529  -0.792
C -3.16620 0.18753 -0.34490  -0.378
N 0.92550 0.41422 0.35463  0.286
H 1.60855 -0.08500 0.88628  0.128
H 2.13326 1.97904 -0.33777  0.413
H -0.87101 -1.75846 1.35216  0.251
H 0.45041 4.05131 -1.45932  0.428
H -0.96372 3.38700 -2.18827  0.319
H -3.21938 -1.55289 0.88373  0.400
H -2.88253 1.95699 -1.71721  0.143
H -4.22723 0.18480 -0.47173  0.368
H 0.60425 2.83073 -2.62771  0.332
C 2.83392 -2.90895 0.94505  -0.973
C 1.56595 -2.63372 1.72647  0.741
O 1.28849 -1.36483 2.05348  -0.822
O 0.89374 -3.63621 2.03846  -0.713
H 2.99747 -3.92882 1.08610  0.380
H 3.66140 -2.35431 1.30397  0.294
H 2.73744 -2.39516 -0.17770  0.123

*ii*
The following is a DFT calculation (ωB97M-V/def2-TZVPD) of a cluster of 2 separate species, C11H12NO2 in total.

## Properties
Kohn-Sham gap	6.33	eV
spin multiplicity	1
LUMO level	2.744	eV
net charge	-1
highest occupied orbital energy	-3.6	eV

Each line ends with the Mulliken charge.
Cartesian coordinates (Å):
C 1.46426 3.17106 1.89432  -0.558
C 1.51432 4.31983 0.92251  0.542
O 2.58459 4.55749 0.31329  -0.768
O 0.54029 5.06945 0.89278  -0.720
H 2.34317 3.00005 2.65526  0.276
H 1.60908 2.17768 1.39117  0.092
H 0.40507 3.19418 2.33986  0.162
C -0.10820 -3.95059 -0.91616  -1.216
C -0.20253 -0.25317 -1.03272  -0.415
C -0.79222 -1.47684 -0.62912  1.062
C -0.09249 -2.57636 -1.33572  0.368
C 0.85869 -1.97455 -2.15447  -0.723
C -1.58753 0.78678 0.68314  -0.350
C -0.66476 0.97948 -0.25885  -0.530
C -2.18651 -0.50314 1.16456  -0.810
C -1.76038 -1.53230 0.32028  -0.164
N 0.86120 -0.55117 -1.84500  -0.019
H -1.92759 1.74709 1.13894  0.320
H -0.41729 2.03842 -0.52689  0.440
H -2.69047 -0.33608 2.11921  0.346
H -2.33621 -2.42297 0.50212  0.303
H 1.41630 0.06397 -2.26622  0.090
H 1.32588 -2.40927 -3.00281  0.404
H 0.50131 -4.62201 -1.65075  0.315
H -1.03552 -4.55507 -0.81712  0.310
H 0.37754 -3.94196 0.09843  0.245

*iii*
The following is a DFT calculation (ωB97M-V/def2-TZVPD) of a cluster of 2 separate species, C11H12NO2 in total.

## Properties
Kohn-Sham gap	6.99	eV
spin multiplicity	1
LUMO level	3.609	eV
net charge	-1
highest occupied orbital energy	-3.4	eV

Each line ends with the Mulliken charge.
Cartesian coordinates (Å):
C -3.34596 1.12796 0.43969  -1.513
C 0.39203 0.86816 0.01231  -0.006
C -0.72139 1.26297 0.85124  0.448
C -1.92319 0.89890 0.04276  0.493
C -1.44287 0.51141 -1.24769  -0.678
C 1.64509 0.83284 0.60081  -0.385
C 1.79512 0.76624 2.02308  -0.670
C 0.64644 1.06732 2.84205  -0.546
C -0.59172 1.29175 2.24133  -0.433
N -0.05009 0.39668 -1.27629  -0.718
H 2.52959 0.48908 -0.03711  0.216
H 2.69776 0.67540 2.44057  0.557
H 0.13337 -0.95064 -2.45154  0.564
H 0.59921 1.16937 3.87303  0.421
H -1.96053 0.08627 -2.08894  0.414
H -1.50132 1.49940 2.81708  0.232
H -3.53366 1.93858 1.20911  0.309
H -3.68398 0.24480 0.67612  0.421
H -3.90744 1.34572 -0.45228  0.397
C 2.00609 -1.99052 -1.20605  -0.624
C 1.37363 -2.45410 -2.47358  0.570
O 0.28802 -1.90208 -2.97475  -0.526
O 1.84669 -3.49194 -2.93296  -0.665
H 2.47397 -1.08632 -1.45081  0.157
H 2.93061 -2.75468 -1.08129  0.235
H 1.30453 -1.84256 -0.39588  0.328

Relative energy of each structure, in kJ/mol: *i* 0.0; *ii* 136.2; *iii* 49.8.

*i*
The following is a DFT calculation (ωB97M-V/def2-TZVPD) of the ion C2H3N4 with charge +1.

## Properties
Kohn-Sham gap	9.80	eV
spin multiplicity	1
LUMO level	-5.081	eV
net charge	+1
structure (SMILES)	N=C=N[N+]#CN
highest occupied orbital energy	-14.9	eV

Each line ends with the Mulliken charge.
Cartesian coordinates (Å):
N -0.94540 1.66393 0.09149  -0.260
C -1.56567 0.67999 -0.00586  0.598
N -1.87433 -0.52214 0.08650  -0.529
N -0.81089 -1.21266 -0.14647  0.177
C 0.36614 -0.86149 -0.05959  0.366
N 1.59049 -0.82434 0.06405  -0.269
H -1.08777 2.58077 -0.21275  0.313
H 2.06334 -0.48611 -0.70429  0.277
H 2.26408 -1.01796 0.88693  0.328

*ii*
The following is a DFT calculation (ωB97M-V/def2-TZVPD) of a structure of composition C2H3N4.

## Properties
Kohn-Sham gap	9.39	eV
spin multiplicity	1
LUMO level	-5.755	eV
net charge	+1
highest occupied orbital energy	-15.1	eV

Each line ends with the Mulliken charge.
Cartesian coordinates (Å):
C -0.52666 -0.95528 -0.11969  -0.472
C -0.98031 0.28924 -0.32096  0.031
N 1.49603 -0.07787 -0.00785  0.629
N 0.55849 -0.36808 0.78773  0.001
N 2.14889 0.06774 -0.88725  -0.103
N -0.13598 0.83771 0.55633  -0.222
H -0.43995 -1.86973 -0.51349  0.443
H -1.81365 0.67053 -0.84740  0.432
H -0.30686 1.40574 1.35258  0.262

*iii*
The following is a DFT calculation (ωB97M-V/def2-TZVPD) of a cluster of 2 separate species, C2H3N4 in total.

## Properties
Kohn-Sham gap (spin up / spin down)	5.25 / 5.23	eV
spin multiplicity	1
LUMO level (spin up / spin down)	-8.009 / -8.038	eV
net charge	+1
highest occupied orbital energy (spin up / spin down)	-13.3 / -13.3	eV

Each line ends with the Mulliken charge.
Cartesian coordinates (Å):
C 0.59299 -1.86580 0.37126  0.126
C -1.57227 -1.54094 1.32949  0.085
N -0.53199 -1.91550 0.77032  0.020
N 0.10588 1.42760 -0.70689  -0.478
N 0.79856 2.31017 -0.79417  0.797
N 1.49693 3.19303 -1.13373  -0.590
H -2.67921 -1.75381 1.21304  0.358
H 1.43270 -2.19555 -0.26492  0.396
H 2.23412 3.53119 -0.53204  0.285

Relative energy of each structure, in kJ/mol: *i* 0.0; *ii* 226.5; *iii* 356.3.

*i*
The following is a DFT calculation (ωB97M-V/def2-TZVPD) of a structure of composition C4H8Br2O.

## Properties
Kohn-Sham gap	10.11	eV
spin multiplicity	1
LUMO level	0.584	eV
highest occupied orbital energy	-9.5	eV

Each line ends with the Mulliken charge.
Cartesian coordinates (Å):
C 0.72648 2.08591 0.41288  -1.379
C -0.71063 -2.27811 -0.48526  -0.625
C -0.42628 -0.34392 0.70098  -0.559
C 0.36600 0.86441 -0.38798  0.110
O -1.34737 -1.14168 0.12161  -0.302
Br -0.90445 1.30576 -1.87507  -0.059
Br 1.87655 0.02316 -1.32132  -0.078
H 1.26005 2.94529 -0.11177  0.323
H -0.05200 2.45343 0.94676  0.512
H 1.39531 1.92178 1.22668  0.433
H -0.16566 -1.89744 -1.37152  0.249
H -1.64538 -2.99816 -0.61256  0.197
H 0.13038 -2.57558 0.14796  0.338
H -0.89640 0.37026 1.38168  0.387
H 0.39339 -0.73509 1.22694  0.454

*ii*
The following is a DFT calculation (ωB97M-V/def2-TZVPD) of a structure of composition C4H8Br2O.

## Properties
Kohn-Sham gap	10.25	eV
spin multiplicity	1
LUMO level	0.640	eV
highest occupied orbital energy	-9.6	eV

Each line ends with the Mulliken charge.
Cartesian coordinates (Å):
C -1.44107 1.06170 -2.67692  -0.861
C 1.69706 -1.16495 1.24544  -1.167
C -1.81782 0.20921 -1.48265  0.218
C 1.04221 -0.35077 2.28631  -0.045
O -0.94647 -0.09804 -0.66052  -0.455
Br 1.77044 1.47701 2.35841  -0.129
Br 1.27103 -1.00256 4.14040  -0.119
H -0.32179 1.25529 -2.70508  0.242
H -2.00972 2.03975 -2.48819  0.247
H -1.61419 0.64465 -3.62294  0.345
H 1.93809 -0.57289 0.42375  0.384
H 0.93604 -1.83870 0.80409  0.233
H 2.49055 -1.65584 1.58887  0.503
H -2.97262 0.18372 -1.29337  0.261
H -0.02175 -0.18757 2.08238  0.342

Relative energy of each structure, in kJ/mol: *i* 72.6; *ii* 0.0.